Entry 1:
Below is a cluster of 2 separate species, C11H16IN in total in a non-equilibrium geometry, with properties calculated with ωB97M-V/def2-TZVPD.

The calculation puts the orbital gap (spin up / spin down) at 7.66 / 7.62 eV. The calculation puts the LUMO energy (spin up / spin down) at -0.1177 / -0.2022 eV.

The geometry in XYZ format:
```
29
Properties=species:S:1:pos:R:3:forces:R:3
C -2.478913 -1.875313 0.202606 0.093 0.929 1.374
C -0.259901 -0.985501 0.224890 -0.145 0.038 0.368
C -2.193847 -2.493032 -1.106002 0.403 1.711 3.005
C -0.069329 -1.722876 -1.141826 1.532 -1.793 -0.435
C -1.538011 -1.185192 0.919201 -0.506 -1.389 -2.236
C -0.278563 -0.313113 -1.067791 0.519 0.514 -0.273
C -1.660393 -0.712976 2.298078 1.299 -0.364 -0.890
C -1.232186 0.550601 -1.786516 -1.908 -1.257 0.370
C 1.546882 1.753810 1.048134 0.823 0.601 2.415
C 3.384847 2.477760 -0.616980 0.013 -1.767 0.053
C 2.510869 1.437109 -0.014201 1.081 -1.047 0.045
N -1.069021 -2.563352 -1.669369 0.105 -0.171 -0.979
I 3.344719 -0.570690 -0.005741 -0.134 1.071 0.017
H -3.477097 -2.107523 0.664110 1.010 0.353 -0.577
H 0.656867 -1.022641 0.815735 -0.228 0.266 0.000
H -3.089723 -2.899662 -1.377178 -1.749 -1.975 -2.030
H 0.956650 -2.175272 -1.269223 -0.995 0.845 0.074
H -1.552640 -1.538930 2.925706 0.119 -1.387 1.384
H -2.581957 -0.289179 2.448586 -2.226 1.167 0.588
H -0.868506 -0.039134 2.514303 0.520 0.819 0.355
H -2.223666 -0.063970 -2.079954 2.209 1.300 0.260
H -0.733835 0.984130 -2.644045 -0.242 -0.040 -0.422
H -1.576136 1.343792 -1.130029 -0.054 0.246 0.018
H 0.937070 2.498923 0.602336 -1.115 0.751 -0.199
H 1.814393 2.235824 2.166336 0.197 -1.196 -2.834
H 1.004145 0.857248 1.266594 -0.625 -0.096 0.231
H 4.140970 2.677571 0.107533 1.422 -0.030 0.145
H 3.694432 2.374385 -1.648813 0.596 -0.778 0.066
H 2.891876 3.367203 -0.646475 -2.014 2.681 0.106
```
Forces are in eV/Å.

---

Entry 2:
Below is the ion C11H16N3 with charge +1 in a non-equilibrium geometry, with properties calculated with ωB97M-V/def2-TZVPD.

The calculation puts the orbital gap at 7.08 eV. The calculation puts the LUMO energy at -3.7443 eV. Its charge is +1.

The geometry in XYZ format:
```
30
Properties=species:S:1:pos:R:3:forces:R:3
C 0.565263 -3.700606 -0.693097 -0.531 2.559 1.992
C -0.720192 -0.355542 -1.895837 -0.162 -0.089 -2.522
C 0.903317 -3.304932 0.583626 1.552 -1.912 0.783
C -0.169499 -1.435381 -1.181961 0.505 0.346 2.490
C 0.268146 -1.107157 0.131059 -2.473 3.096 -2.384
C 0.005109 -2.791679 -1.592515 0.683 1.171 0.409
C -0.686898 0.918003 0.089080 2.110 -5.031 1.913
C -0.145062 1.564555 2.437487 -1.827 1.738 1.157
C -1.311577 3.076338 0.789263 1.811 3.518 1.295
C 1.149413 2.494002 0.431309 -1.116 -1.685 3.107
C -0.195499 2.006902 0.958751 -1.462 1.049 0.257
N -0.865241 0.787261 -1.194026 0.356 -0.183 0.404
N 0.746217 -2.039814 0.967000 -0.704 1.315 -0.322
N -0.206520 -3.119505 -2.858094 0.284 -2.914 1.463
H 0.812664 -4.668580 -0.882612 0.335 -2.574 -1.125
H -0.868265 -0.379471 -3.020379 -0.188 0.452 1.839
H 1.478122 -4.051993 1.257043 -1.217 1.654 -1.001
H -1.054003 1.009924 2.843044 0.617 1.385 -0.700
H 0.535965 0.816540 2.493421 2.630 -2.312 0.116
H 0.243127 2.371355 3.180108 -1.040 -1.119 -1.523
H -1.490058 3.565603 -0.177902 0.931 -0.221 -0.242
H -2.275717 2.786056 1.010956 -1.938 -1.314 1.034
H -1.096619 3.981558 1.541598 -0.283 -1.926 -1.649
H 1.678364 3.163117 1.018678 0.539 1.487 1.897
H 1.759633 1.652275 0.422684 1.287 -1.470 -1.009
H 0.970664 3.015233 -0.391579 -0.298 1.565 -4.298
H -1.129282 1.685607 -1.537313 -0.419 0.479 -1.528
H 1.078140 -1.548793 1.763262 0.636 -0.932 1.413
H 0.243933 -4.023142 -3.032715 -0.607 0.767 -1.157
H -0.223646 -2.367735 -3.460339 -0.009 1.101 -2.108
```
Forces are in eV/Å.

---

Entry 3:
Below is the ion C11H16NOS with charge +1 in a non-equilibrium geometry, with properties calculated with ωB97M-V/def2-TZVPD.

The calculation puts the orbital gap at 9.91 eV. The calculation puts the LUMO energy at -2.7882 eV. Its charge is +1. The SMILES is C[N@@H+]1CCS[C@@]1(CO)c1ccccc1.

The geometry in XYZ format:
```
30
Properties=species:S:1:pos:R:3:forces:R:3
C -0.948746 1.923273 0.720021 0.272 0.659 0.639
N -1.186806 0.850608 -0.256740 0.119 0.068 -0.337
C -2.625064 0.681932 -0.599655 -0.757 -0.173 -0.235
C -2.783570 -0.598438 -1.413573 0.264 -0.458 -0.163
S -1.276065 -1.616074 -1.130433 -0.156 0.619 0.123
C -0.651245 -0.476228 0.139970 3.895 -1.211 -0.788
C -0.998105 -0.924180 1.561222 -0.146 0.520 0.104
O -0.794277 -2.286339 1.725073 0.254 -0.412 0.020
C 1.144519 -0.408098 -0.098270 -4.073 0.171 0.650
C 2.006667 -0.609881 0.955398 0.121 0.017 0.001
C 3.364473 -0.427539 0.731529 0.082 -0.033 0.090
C 3.825261 -0.033979 -0.513291 -0.028 -0.041 0.036
C 2.932320 0.153433 -1.556149 0.011 0.089 -0.074
C 1.573854 -0.033595 -1.351572 0.235 0.001 -0.115
H -1.202537 2.889975 0.287462 -0.052 -0.122 -0.092
H -1.561208 1.763405 1.605662 -0.012 -0.084 -0.096
H 0.103201 1.929324 1.008215 -0.071 -0.079 -0.119
H -0.683618 1.086387 -1.123496 -0.081 -0.056 0.212
H -2.969884 1.555344 -1.155119 0.119 0.022 0.144
H -3.187109 0.614606 0.332786 0.165 0.101 -0.035
H -3.653467 -1.173417 -1.102193 -0.047 0.203 0.010
H -2.846743 -0.414591 -2.485299 -0.071 0.086 0.096
H -2.067504 -0.776709 1.754508 0.125 0.128 -0.005
H -0.430253 -0.330460 2.294203 -0.120 -0.028 -0.108
H 0.128522 -2.526067 1.564475 -0.089 0.070 0.053
H 1.672544 -0.892819 1.941247 -0.122 -0.004 0.118
H 4.056232 -0.586365 1.544444 0.091 0.000 0.048
H 4.879595 0.127023 -0.669287 0.120 -0.015 -0.036
H 3.289299 0.451483 -2.529413 0.049 0.018 -0.100
H 0.889725 0.088000 -2.181718 -0.098 -0.058 -0.040
```
Forces are in eV/Å.

---

Entry 4:
Below is an isolated molecule of C11H16O2 in a non-equilibrium geometry, with properties calculated with ωB97M-V/def2-TZVPD.

The calculation puts the orbital gap at 8.91 eV. The calculation puts the LUMO energy at 0.6343 eV. The SMILES is C=CCC1=C[C@@H](OC)[C@H](OC)C=C1.

The geometry in XYZ format:
```
29
Properties=species:S:1:pos:R:3:forces:R:3
C 1.521772 -3.768992 -2.882101 -1.979 0.729 1.388
C 0.483695 -2.956585 -2.513946 3.748 -2.048 -3.147
C 0.168822 -2.741108 -1.142115 -1.940 0.007 2.230
C 0.080975 -1.286367 -0.672942 -2.617 0.197 1.164
C -1.062139 -0.801310 -0.067585 3.400 -0.825 -0.746
C -1.135506 0.615479 0.430786 -0.965 0.969 1.688
O -2.105363 0.682212 1.511814 -0.195 -0.683 0.507
C -2.703660 1.923428 1.916820 1.794 1.016 -0.304
C 0.216848 1.223998 0.834923 0.772 -0.095 -1.582
O 0.145603 2.654262 1.084735 0.198 -0.975 0.796
C 1.165308 3.218434 1.961976 1.006 -0.995 -0.522
C 1.192045 0.915401 -0.312781 0.587 -1.503 -0.268
C 1.153733 -0.347338 -0.869349 1.729 3.296 -1.048
H 1.637878 -4.052452 -3.893674 0.338 -0.066 -0.954
H 2.086979 -4.332177 -2.140762 0.099 0.318 -0.072
H -0.044249 -2.569023 -3.379617 -0.514 0.461 0.538
H -0.780084 -3.354305 -1.031935 0.308 1.344 0.430
H 0.815854 -3.301910 -0.459664 0.484 0.199 -0.327
H -1.820240 -1.534998 -0.017970 -1.325 -0.001 0.501
H -1.499904 1.205402 -0.370701 -0.632 0.945 -1.161
H -2.450765 2.641561 1.121479 -0.772 0.111 0.249
H -3.755377 1.879384 2.193672 -0.199 -0.681 -0.802
H -2.274014 2.383589 2.841899 0.389 -0.727 -0.549
H 0.587652 0.544622 1.604091 0.025 0.746 1.158
H 0.675989 3.673409 2.885967 0.748 -0.384 -1.403
H 1.850965 3.926254 1.348039 -1.492 -0.766 1.179
H 1.872026 2.374544 2.271950 -0.952 1.101 -0.058
H 2.065324 1.599526 -0.570993 -1.466 -0.839 0.467
H 1.909831 -0.414942 -1.682016 -0.579 -0.850 0.647
```
Forces are in eV/Å.

---

Entry 5:
Below is a cluster of 2 separate species, C11H16OP in total in a non-equilibrium geometry, with properties calculated with ωB97M-V/def2-TZVPD.

The calculation puts the orbital gap at 9.22 eV. The calculation puts the LUMO energy at -3.7416 eV. Its charge is +1.

The geometry in XYZ format:
```
29
Properties=species:S:1:pos:R:3:forces:R:3
C -4.693484 -0.389970 0.043425 -1.330 -2.227 0.043
C -3.781830 -1.399452 0.158828 2.617 -1.113 0.107
C -4.300114 0.871732 -0.146161 -2.279 3.814 -0.875
C -2.395056 -1.142147 0.160015 -1.270 3.209 -2.269
C -3.020308 1.233481 -0.313760 3.419 0.672 1.541
C -2.010688 0.212026 -0.198846 -2.320 -0.946 1.069
C -0.683843 0.626027 -0.422579 3.378 -0.502 0.478
C 2.478331 1.305951 1.198482 -1.427 2.027 -0.446
C 3.680122 -1.013396 0.579461 2.138 -2.061 -0.480
C 2.561516 0.384188 -1.646553 -0.869 -1.007 -0.057
C 0.660346 -0.849982 0.261981 -1.937 0.393 -1.950
O -0.185086 1.599542 -0.887715 -0.508 -1.045 0.514
P 2.251370 -0.111312 0.028789 -0.245 0.966 1.829
H -5.735607 -0.655531 0.040158 -0.295 0.082 0.048
H -4.002866 -2.452522 0.108423 -0.713 -0.066 0.448
H -5.044238 1.707753 -0.298640 0.623 -1.186 0.529
H -1.687260 -1.905503 -0.009122 0.528 -0.875 0.499
H -2.718974 2.322104 -0.173238 -0.342 -1.541 -1.072
H 2.981305 2.016556 0.548805 0.166 0.322 -0.259
H 3.184306 1.192338 1.985241 0.586 -1.033 0.610
H 1.682031 1.972134 1.689537 0.373 -1.588 -1.169
H 4.519704 -0.319257 0.774615 -0.409 -0.029 -0.632
H 4.091373 -1.870550 -0.080641 -0.927 1.487 0.762
H 3.577657 -1.453127 1.569526 -0.665 -0.113 0.060
H 3.621845 0.249425 -1.825215 0.299 1.284 -0.169
H 1.900685 1.193096 -2.004817 1.087 0.004 0.201
H 2.213147 -0.499521 -2.159239 -0.532 -0.516 -0.505
H 0.541740 -1.033014 1.311097 -0.338 0.131 0.674
H 0.313879 -1.791071 -0.291861 1.193 1.460 0.471
```
Forces are in eV/Å.

---

Entry 6:
Below is an isolated molecule of C11H16OSi in a non-equilibrium geometry, with properties calculated with ωB97M-V/def2-TZVPD.

The calculation puts the orbital gap at 9.99 eV. The calculation puts the LUMO energy at 0.7888 eV. The SMILES is C[Si@@]1(c2ccccc2)CCC[C@H]1O.

The geometry in XYZ format:
```
29
Properties=species:S:1:pos:R:3:forces:R:3
C 0.604152 -2.527478 -0.515967 -2.258 1.298 0.023
Si 0.297817 -0.564766 -0.020425 0.436 -2.081 1.122
C -1.589568 -0.295168 -0.025279 -0.384 -0.026 -2.613
C -2.407283 0.065485 1.020149 1.143 1.177 0.220
C -3.725213 0.464584 0.867929 0.333 0.545 2.803
C -4.306121 0.355909 -0.329660 -3.750 -0.510 -1.212
C -3.619161 -0.080871 -1.438849 2.341 -0.409 1.402
C -2.229203 -0.349849 -1.303243 -0.896 -0.115 0.271
C 1.252272 -0.172076 1.677646 -0.164 0.036 -0.969
C 2.047138 1.147633 1.355635 -1.423 -0.889 0.894
C 2.492463 0.883932 -0.051895 2.151 0.934 0.279
C 1.367683 0.689435 -0.972695 -2.222 0.714 -0.044
O 1.784201 0.141686 -2.179131 0.573 0.857 -2.305
H 1.468543 -2.954971 -0.114894 1.406 -0.390 1.356
H -0.269100 -3.191764 -0.268960 0.631 0.880 0.334
H 0.747428 -2.787929 -1.540694 -0.051 0.625 -1.269
H -1.799912 0.284617 1.861103 -0.361 -0.038 1.575
H -4.339111 0.877415 1.704487 0.846 -0.575 -0.542
H -5.458988 0.448367 -0.332873 2.014 0.197 -0.448
H -4.173101 -0.326334 -2.284949 -0.461 -0.082 -1.679
H -1.671554 -0.651580 -2.185534 -0.003 -0.011 0.034
H 1.938662 -1.010854 1.890514 -0.285 0.355 -0.015
H 0.533522 -0.086478 2.463267 -0.282 0.056 0.877
H 2.859561 1.464482 2.012182 0.253 -0.819 0.143
H 1.373571 2.028555 1.494871 0.102 -0.578 -0.816
H 3.083003 1.748570 -0.307574 0.574 0.342 -0.803
H 3.142495 -0.017440 -0.193822 -0.318 0.615 0.685
H 0.843631 1.678393 -1.140407 0.182 -0.934 0.246
H 2.059852 0.905418 -2.742340 -0.127 -1.174 0.451
```
Forces are in eV/Å.

---

Summary of energy above the lowest of the compared OMol25 structures with the same formula, charge and spin in kcal/mol
0.00, 115.56, 0.00, 87.92, 27.07, 13.95
(order as listed above)